Entry 1:
3 unconnected molecules or ions with the total composition C24H31ClN2O10, computed with the ωB97M-V functional and the def2-TZVPD basis.

Atoms and positions in Å:
C (0.81194, -4.70237, 0.80882)
C (2.33537, -4.51238, 0.62814)
C (2.64556, -3.13750, 0.02811)
Cl (3.87213, -3.23981, -1.29841)
C (3.25112, -2.16082, 1.02819)
O (4.11541, -2.49564, 1.79364)
O (2.84668, -0.86584, 0.92419)
C (1.62670, -0.42494, 1.57404)
C (1.34028, -1.29052, 2.79746)
C (0.47290, -0.53398, 0.56352)
C (0.74578, -0.07898, -0.87903)
C (-0.20014, -0.72601, -1.87866)
O (0.11801, -1.03442, -2.99893)
O (-1.47479, -0.98036, -1.45199)
O (1.98671, 0.85676, 2.00824)
C (1.06660, 1.93473, 1.96989)
C (-0.07645, 1.86446, 2.98557)
C (0.45255, 1.93864, 4.41331)
O (-0.89003, 3.00782, 2.72148)
H (0.39806, -5.22646, -0.05292)
H (0.60717, -5.26640, 1.71783)
H (0.29768, -3.74451, 0.88888)
H (2.72100, -5.27293, -0.05166)
H (2.83533, -4.62047, 1.58865)
H (1.77140, -2.72729, -0.46839)
H (2.24930, -1.43676, 3.38435)
H (0.91662, -2.26024, 2.52019)
H (0.61087, -0.79159, 3.43664)
H (-0.43894, -0.06935, 0.94436)
H (0.24817, -1.60205, 0.50735)
H (1.73969, -0.37573, -1.20984)
H (0.61090, 0.98974, -1.06340)
H (-1.77180, -0.29052, -0.84621)
H (0.71890, 2.15396, 0.95778)
H (1.65416, 2.81420, 2.25601)
H (-0.65502, 0.93931, 2.88315)
H (1.19893, 1.16803, 4.61069)
H (0.91040, 2.92001, 4.56791)
H (-0.36469, 1.84443, 5.13332)
H (-1.80859, 2.74911, 2.62254)
O (-3.34059, -2.72909, 2.40775)
N (-3.17010, -2.78219, 1.20705)
O (-2.12245, -3.07392, 0.66923)
C (-4.30678, -2.45055, 0.33286)
C (-5.51495, -2.10280, 0.90864)
C (-6.57376, -1.77673, 0.07738)
C (-6.41027, -1.80169, -1.30190)
C (-5.18736, -2.15492, -1.85690)
C (-4.11998, -2.48360, -1.03687)
H (-5.62567, -2.08955, 1.98239)
H (-7.52687, -1.50177, 0.50721)
H (-7.23927, -1.54233, -1.94679)
H (-5.06119, -2.17166, -2.93035)
H (-3.15970, -2.75021, -1.45241)
O (1.07370, 3.09544, -1.01854)
N (0.94497, 4.21814, -1.47697)
O (0.23771, 5.07455, -0.99926)
C (1.70326, 4.53974, -2.69459)
C (2.48816, 3.55729, -3.27001)
C (3.18923, 3.86336, -4.42464)
C (3.09820, 5.13327, -4.97882)
C (2.30712, 6.10532, -4.37996)
C (1.59913, 5.81166, -3.22659)
H (2.55094, 2.57462, -2.82731)
H (3.80587, 3.10825, -4.89143)
H (3.64583, 5.36658, -5.88208)
H (2.23987, 7.09390, -4.81217)
H (0.97908, 6.55559, -2.74972)

Results
- E (Eh) = -2255.0409
- LUMO level (eV) = -0.72
- total charge = 0
- Kohn-Sham gap (eV) = 9.086
- relative energy (zero: lowest compared OMol25 entry of this formula, charge and spin) (kcal/mol) = 0.0

Entry 2:
A molecular structure, C24H31CsN6O2S2, computed with the ωB97M-V functional and the def2-TZVPD basis.

Atoms and positions in Å:
Cs (-1.32848, 1.13825, 0.29872)
O (-4.24368, 2.71994, 4.00711)
C (-3.29099, 2.41244, 3.26060)
N (-3.27438, 1.51530, 2.29914)
C (-4.54774, 0.85282, 2.14647)
C (-4.59357, -0.14830, 1.01436)
C (-5.73248, -0.21685, 0.21106)
C (-5.83319, -1.19820, -0.75795)
C (-4.78786, -2.09416, -0.91081)
C (-3.68203, -1.94176, -0.09255)
N (-3.57189, -0.99784, 0.84163)
C (-1.97030, 3.13693, 3.54595)
C (-1.84213, 3.66932, 4.83133)
C (-0.68476, 4.33700, 5.17451)
C (0.31519, 4.47642, 4.21889)
C (0.10177, 3.91419, 2.97533)
N (-0.99827, 3.23944, 2.63535)
H (-4.81983, 0.31405, 3.06830)
H (-5.36269, 1.57373, 2.00411)
H (-6.53029, 0.49817, 0.36259)
H (-6.71325, -1.26272, -1.38558)
H (-4.81461, -2.87877, -1.65424)
H (-2.83590, -2.61515, -0.18651)
H (-2.67541, 3.54809, 5.50707)
H (-0.55989, 4.75370, 6.16628)
H (1.23298, 5.00886, 4.42944)
H (0.85251, 4.02052, 2.19598)
C (-1.96910, -2.72429, -6.36630)
O (-2.20667, -1.97269, -5.17077)
C (-1.40433, -2.09292, -4.11810)
S (-0.06771, -3.20910, -4.31287)
S (-1.72750, -1.23105, -2.76768)
H (-2.76685, -2.44029, -7.04465)
H (-2.01691, -3.79418, -6.16339)
H (-1.00215, -2.46584, -6.79738)
N (2.07956, -2.86854, -1.79330)
C (2.65992, -1.54280, -2.03239)
C (1.72560, -0.48100, -1.46987)
N (1.43971, -0.67449, -0.04911)
C (0.96650, -2.03279, 0.20982)
C (1.88627, -3.10362, -0.36060)
H (2.70105, -3.57794, -2.16503)
H (0.52534, -2.96964, -3.10358)
H (2.78413, -1.40106, -3.10872)
H (3.64831, -1.44139, -1.55827)
H (0.78099, -0.51242, -2.01735)
H (2.16733, 0.50736, -1.60494)
H (2.28886, -0.49139, 0.47598)
H (-0.02387, -2.13844, -0.24465)
H (0.85635, -2.17387, 1.28632)
H (1.44581, -4.09234, -0.21936)
H (2.84587, -3.07673, 0.17994)
N (2.81708, 2.44062, 0.57651)
C (3.90784, 1.59219, 0.40675)
C (4.62821, 1.58620, -0.78929)
C (5.66250, 0.68495, -0.97950)
C (5.99995, -0.23040, 0.00891)
C (5.29028, -0.22266, 1.20123)
C (4.25664, 0.67887, 1.40445)
H (2.52391, 2.57968, 1.53086)
H (2.84433, 3.29835, 0.04891)
H (4.36864, 2.29076, -1.57133)
H (6.21030, 0.69897, -1.91334)
H (6.80900, -0.93121, -0.14492)
H (5.54522, -0.92065, 1.98870)
H (3.71078, 0.68037, 2.34175)

Results
- E (Eh) = -2228.6749
- LUMO level (eV) = -0.02
- total charge = 0
- Kohn-Sham gap (eV) = 6.982
- relative energy (zero: lowest compared OMol25 entry of this formula, charge and spin) (kcal/mol) = 33.3

Entry 3:
A molecular structure, C24H31IN5O3Ti, computed with the ωB97M-V functional and the def2-TZVPD basis.

Atoms and positions in Å:
Ti (-0.41948, 0.51550, 0.43397)
C (-2.46287, -2.07442, 3.63982)
C (-0.98690, -2.32250, 3.57117)
N (-0.45495, -3.22288, 4.36524)
C (0.86910, -3.44608, 4.32236)
C (1.73073, -2.75174, 3.51199)
C (3.20474, -3.02916, 3.54555)
O (3.64586, -3.29954, 2.21409)
C (1.18536, -1.77997, 2.64521)
C (2.03315, -0.92890, 1.84441)
N (1.54625, -0.14034, 0.96394)
C (2.20260, 0.91471, 0.29747)
C (3.55626, 1.13352, 0.06633)
C (3.87890, 2.31380, -0.57978)
C (2.88237, 3.22514, -0.95127)
C (1.54281, 2.96781, -0.70882)
C (1.18941, 1.77290, -0.08783)
I (-0.30291, 2.11896, 2.77584)
C (-0.20023, -1.58050, 2.64799)
O (-0.82892, -0.75843, 1.83408)
H (-2.88414, -2.64425, 4.46329)
H (-2.95851, -2.38580, 2.71508)
H (-2.66866, -1.01219, 3.78363)
H (1.24073, -4.21600, 4.98850)
H (3.38974, -3.88120, 4.20256)
H (3.74650, -2.16884, 3.95780)
H (4.54362, -3.64510, 2.24981)
H (3.10307, -0.92282, 2.03559)
H (4.32308, 0.43130, 0.36814)
H (4.91479, 2.54364, -0.79060)
H (3.17362, 4.14766, -1.43735)
H (0.79563, 3.69650, -0.99737)
O (-1.71150, 2.47356, 0.01571)
C (-2.17042, 3.57631, -0.79295)
C (-1.90041, 3.33581, -2.25852)
C (-2.37554, 1.95272, -2.75243)
C (-1.19151, 1.13328, -3.18103)
C (-0.95982, 0.93901, -4.54097)
C (0.21240, 0.34589, -4.96594)
C (1.14460, -0.02089, -4.00850)
C (0.83247, 0.18786, -2.68096)
N (-0.31924, 0.72212, -2.24730)
H (-1.56506, 2.81075, 0.92264)
H (-1.67193, 4.48817, -0.46001)
H (-3.24364, 3.69299, -0.61937)
H (-0.83509, 3.44702, -2.46265)
H (-2.40749, 4.12845, -2.81086)
H (-3.05221, 2.05956, -3.59838)
H (-2.93591, 1.44379, -1.97101)
H (-1.69927, 1.27541, -5.25480)
H (0.40435, 0.19346, -6.01954)
H (2.09673, -0.45572, -4.27687)
H (1.55325, -0.07945, -1.91739)
N (-2.56254, -0.10832, 0.03133)
C (-2.72903, -1.27700, -0.85150)
C (-1.65094, -2.28391, -0.51042)
N (-0.33398, -1.61240, -0.57405)
H (-2.80857, -0.36413, 0.98669)
H (-3.17138, 0.65549, -0.23480)
H (-2.61732, -0.93915, -1.88318)
H (-3.71656, -1.73177, -0.75324)
H (-1.70032, -3.13979, -1.18489)
H (-1.79081, -2.65049, 0.50526)
H (0.01187, -1.63380, -1.52677)
H (0.33405, -2.13565, -0.01415)

Results
- E (Eh) = -2579.7103
- LUMO level (eV) = -3.69
- total charge = +1
- Kohn-Sham gap (eV) = 6.959
- relative energy (zero: lowest compared OMol25 entry of this formula, charge and spin) (kcal/mol) = 15.6